(1)
{"formula": "CH3N5O", "method": "ωB97M-V with the def2-TZVPD basis set", "max_force_ev_per_a": 5.53, "de_lowest_ev": 2.580, "smiles": "[NH2+]=C1NN=N[N+]1=O", "total_charge": 2, "molar_mass_g_mol": 101.07, "e_homo_ev": [-22.80, -22.80], "elements": ["N", "C", "N", "N", "N", "N", "O", "H", "H", "H"], "positions_angstrom": [[1.296, -0.766, 0.022], [0.282, -0.008, 0.033], [0.093, 1.281, -0.076], [-1.228, 1.567, 0.098], [-1.986, 0.447, -0.065], [-1.219, -0.648, -0.035], [-1.456, -1.768, 0.060], [2.279, -0.651, -0.146], [1.332, -1.758, 0.260], [0.605, 2.305, -0.153]], "mulliken_charge": [-0.123, 0.397, 0.024, 0.139, -0.228, 0.932, -0.206, 0.304, 0.328, 0.432]}

(2)
{"formula": "CH3NO2", "method": "ωB97M-V with the def2-TZVPD basis set", "max_force_ev_per_a": 7.15, "de_lowest_ev": 1.272, "total_charge": -1, "s_squared": 0.7531, "molar_mass_g_mol": 61.04, "e_homo_ev": [0.43, -3.20], "multiplicity": 2, "elements": ["C", "N", "O", "O", "H", "H", "H"], "positions_angstrom": [[0.186, -0.661, -0.002], [-0.246, 0.787, -0.005], [-0.867, 1.239, -0.926], [0.051, 1.552, 0.907], [0.846, -0.812, -0.856], [-0.730, -1.250, -0.022], [0.760, -0.855, 0.904]], "lowdin_spin": [0.030, 0.413, 0.259, 0.258, 0.021, 0.017, 0.001]}

(3)
{"formula": "CH3NO2", "method": "ωB97M-V with the def2-TZVPD basis set", "max_force_ev_per_a": 4.08, "de_lowest_ev": 4.815, "total_charge": 0, "molar_mass_g_mol": 61.04, "e_homo_ev": -8.52, "elements": ["C", "N", "O", "O", "H", "H", "H"], "positions_angstrom": [[-1.002, 0.608, -0.128], [0.885, -0.010, -0.406], [-1.593, 0.124, 0.757], [0.987, -1.059, 0.511], [-1.217, 1.392, -0.844], [1.413, 0.756, 0.003], [0.527, -1.810, 0.107]], "mulliken_charge": [0.174, -0.405, -0.317, -0.359, 0.334, 0.241, 0.331]}

(4)
{"formula": "CH3NO2", "method": "ωB97M-V with the def2-TZVPD basis set", "max_force_ev_per_a": 5.26, "de_lowest_ev": 7.532, "smiles": "C1NOO1", "total_charge": 0, "molar_mass_g_mol": 61.04, "e_homo_ev": -9.75, "elements": ["C", "N", "O", "O", "H", "H", "H"], "positions_angstrom": [[0.016, -0.233, 0.430], [0.915, -0.137, -0.739], [1.210, -1.447, -0.647], [-0.100, -1.878, -0.095], [0.515, -0.368, 1.380], [-0.973, 0.022, 0.212], [0.253, -0.047, -1.557]], "mulliken_charge": [-0.101, -0.238, -0.125, -0.312, 0.255, 0.249, 0.272]}

(5)
{"formula": "CH3NO2S", "method": "ωB97M-V with the def2-TZVPD basis set", "max_force_ev_per_a": 4.59, "de_lowest_ev": 2.138, "total_charge": 0, "molar_mass_g_mol": 93.11, "e_homo_ev": -9.77, "elements": ["C", "N", "O", "O", "S", "H", "H", "H"], "positions_angstrom": [[0.574, -0.950, 0.668], [0.470, 0.951, -2.426], [-1.502, -0.351, -1.457], [0.497, 0.222, 0.351], [-0.699, 0.820, -1.331], [-0.216, -1.643, 0.462], [1.396, -1.337, 1.264], [0.635, 1.938, -2.262]], "mulliken_charge": [0.025, -0.488, -0.486, -0.352, 0.552, 0.226, 0.266, 0.258]}

(6)
{"formula": "CH3NO2S", "method": "ωB97M-V with the def2-TZVPD basis set", "max_force_ev_per_a": 6.23, "de_lowest_ev": 4.922, "total_charge": 0, "molar_mass_g_mol": 93.11, "e_homo_ev": [-9.17, -8.40], "elements": ["C", "N", "O", "O", "S", "H", "H", "H"], "positions_angstrom": [[-1.430, 0.035, -0.124], [0.103, 0.238, -0.070], [0.945, -0.450, 0.625], [3.018, 0.655, -0.423], [2.749, -0.375, 0.560], [-1.853, -0.646, 0.512], [-1.594, -0.313, -1.139], [-1.938, 0.856, 0.061]], "mulliken_charge": [-0.769, -0.172, -0.148, -0.369, 0.494, 0.385, 0.251, 0.328]}

(7)
{"formula": "CH3NO2S", "method": "ωB97M-V with the def2-TZVPD basis set", "max_force_ev_per_a": 2.66, "de_lowest_ev": 4.632, "total_charge": 0, "molar_mass_g_mol": 93.11, "e_homo_ev": [-8.91, -8.90], "elements": ["C", "N", "O", "O", "S", "H", "H", "H"], "positions_angstrom": [[0.602, 0.657, -0.076], [-1.438, -0.216, 0.103], [-1.320, -1.233, 0.761], [-2.407, 0.381, -0.262], [1.354, -0.731, 0.609], [0.793, 0.991, -1.107], [0.662, 1.651, 0.491], [1.754, -1.502, -0.519]], "mulliken_charge": [-0.328, 0.672, -0.461, -0.505, -0.090, 0.272, 0.261, 0.180]}

(8)
{"formula": "CH3NO2S2", "method": "ωB97M-V with the def2-TZVPD basis set", "max_force_ev_per_a": 3.15, "de_lowest_ev": 4.305, "total_charge": 0, "molar_mass_g_mol": 125.17, "e_homo_ev": [-9.11, -9.11], "elements": ["C", "N", "O", "O", "S", "S", "H", "H", "H"], "positions_angstrom": [[0.197, 0.419, 0.860], [0.815, -0.755, -0.464], [2.027, -0.275, -0.876], [-0.279, -0.588, -1.441], [0.842, 1.862, 0.896], [-1.052, -0.307, 1.750], [2.124, 0.695, -1.093], [-0.487, -1.503, -1.766], [-1.029, 0.767, 2.788]], "mulliken_charge": [0.451, -0.158, -0.295, -0.384, -0.270, -0.170, 0.297, 0.342, 0.188]}

(9)
{"formula": "CH3NO2S2", "method": "ωB97M-V with the def2-TZVPD basis set", "max_force_ev_per_a": 1.99, "de_lowest_ev": 1.773, "total_charge": 0, "molar_mass_g_mol": 125.17, "e_homo_ev": -10.05, "elements": ["C", "N", "O", "O", "S", "S", "H", "H", "H"], "positions_angstrom": [[2.411, 0.218, -0.308], [-3.143, -0.343, -0.016], [0.265, -1.148, -0.403], [-1.120, 0.955, 0.746], [1.311, -0.656, 0.513], [-1.765, 0.209, -0.328], [3.238, 0.613, 0.250], [2.352, 0.422, -1.362], [-3.550, -0.270, 0.908]], "mulliken_charge": [-0.408, -0.465, -0.530, -0.531, 0.412, 0.699, 0.281, 0.269, 0.274]}

(10)
{"formula": "CH3NO3", "method": "ωB97M-V with the def2-TZVPD basis set", "max_force_ev_per_a": 4.50, "de_lowest_ev": 3.811, "total_charge": 0, "molar_mass_g_mol": 77.04, "e_homo_ev": -9.53, "elements": ["C", "N", "O", "O", "O", "H", "H", "H"], "positions_angstrom": [[0.416, 1.805, -0.187], [0.407, -1.091, -0.187], [-0.420, 2.348, 0.295], [-0.237, -0.903, 1.034], [-0.381, -0.565, -1.235], [1.362, -0.386, -0.359], [-0.654, -1.607, 1.701], [-0.493, 0.400, -1.062]], "mulliken_charge": [-0.027, -0.185, -0.078, -0.408, -0.337, 0.336, 0.337, 0.362]}

(11)
{"formula": "CH3NO3", "method": "ωB97M-V with the def2-TZVPD basis set", "max_force_ev_per_a": 2.45, "de_lowest_ev": 1.774, "total_charge": 0, "s_squared": 2.0117, "molar_mass_g_mol": 77.04, "e_homo_ev": [-8.38, -11.18], "multiplicity": 3, "elements": ["C", "N", "O", "O", "O", "H", "H", "H"], "positions_angstrom": [[0.576, -0.310, 0.072], [0.091, 0.999, 0.381], [-0.803, 1.486, -0.254], [0.718, 1.524, 1.274], [-1.009, -1.517, -0.568], [1.128, -0.426, -0.848], [0.859, -0.925, 0.909], [-1.560, -0.832, -0.966]], "lowdin_spin": [0.591, 0.055, 0.034, 0.130, 1.116, 0.027, 0.022, 0.026]}

(12)
{"formula": "CH3NO3P", "method": "ωB97M-V with the def2-TZVPD basis set", "max_force_ev_per_a": 6.97, "de_lowest_ev": 4.173, "total_charge": -1, "molar_mass_g_mol": 108.01, "e_homo_ev": -3.69, "elements": ["C", "N", "O", "O", "O", "P", "H", "H", "H"], "positions_angstrom": [[-1.035, -0.455, -0.898], [0.242, -0.670, -1.274], [-0.620, 1.585, 1.175], [-1.829, -1.301, -1.363], [1.427, 0.847, 1.987], [-0.038, 0.250, 1.149], [-0.989, 0.761, -0.831], [0.660, -1.602, -1.427], [2.182, 0.584, 1.483]], "mulliken_charge": [0.226, -0.628, -0.489, -0.641, -0.571, 0.452, 0.237, 0.154, 0.260]}

(13)
{"formula": "CH3NO3S", "method": "ωB97M-V with the def2-TZVPD basis set", "max_force_ev_per_a": 3.20, "de_lowest_ev": 1.609, "total_charge": -2, "molar_mass_g_mol": 109.11, "e_homo_ev": [1.49, 2.71], "elements": ["C", "N", "O", "O", "O", "S", "H", "H", "H"], "positions_angstrom": [[-0.674, -0.779, 0.105], [-1.568, -0.142, -0.737], [-2.158, -0.648, -1.792], [2.943, 1.959, -0.157], [2.113, 0.566, 1.932], [2.304, 0.594, 0.356], [-0.730, -1.920, 0.122], [-0.769, -0.459, 1.159], [-1.460, 0.830, -0.988]], "mulliken_charge": [-0.628, -0.030, -0.811, -0.640, -0.598, 0.141, 0.252, 0.128, 0.186]}

(14)
{"formula": "CH3NO3S", "method": "ωB97M-V with the def2-TZVPD basis set", "max_force_ev_per_a": 3.81, "de_lowest_ev": 5.562, "smiles": "NOC=S(=O)=O", "total_charge": 0, "molar_mass_g_mol": 109.11, "e_homo_ev": -10.20, "elements": ["N", "O", "C", "S", "O", "O", "H", "H", "H"], "positions_angstrom": [[1.453, 0.284, -0.485], [0.815, 0.496, 0.726], [-0.327, -0.564, 0.932], [-1.624, -0.039, -0.029], [-2.580, -1.034, -0.443], [-1.942, 1.334, -0.233], [2.457, 0.054, -0.269], [1.697, 1.139, -0.922], [0.051, -1.670, 0.724]], "mulliken_charge": [-0.445, -0.217, -0.103, 0.908, -0.462, -0.435, 0.242, 0.237, 0.275]}

(15)
{"formula": "CH3NO3S", "method": "ωB97M-V with the def2-TZVPD basis set", "max_force_ev_per_a": 4.24, "de_lowest_ev": 3.288, "total_charge": 0, "molar_mass_g_mol": 109.11, "e_homo_ev": [-9.66, -9.66], "elements": ["C", "N", "O", "O", "O", "S", "H", "H", "H"], "positions_angstrom": [[-0.311, -0.258, -0.141], [0.910, -0.247, 0.261], [2.937, 1.142, 0.441], [4.095, -0.403, -1.068], [1.565, -1.261, 0.597], [3.855, -0.007, 0.317], [-1.047, -1.115, -0.088], [-0.919, 0.522, -0.438], [1.356, 0.573, -0.054]], "mulliken_charge": [-0.404, 0.290, -0.537, -0.388, -0.626, 0.795, 0.240, 0.279, 0.350]}

(16)
{"formula": "CH3NO4", "method": "ωB97M-V with the def2-TZVPD basis set", "max_force_ev_per_a": 4.23, "de_lowest_ev": 5.847, "smiles": "COO[N+](=O)[O-]", "total_charge": 0, "molar_mass_g_mol": 93.04, "e_homo_ev": -11.27, "elements": ["C", "O", "O", "N", "O", "O", "H", "H", "H"], "positions_angstrom": [[0.504, -1.451, -0.591], [0.765, -0.257, 0.082], [-0.260, 0.960, -0.287], [-0.637, 1.823, 0.759], [-0.129, 1.860, 1.831], [-1.605, 2.417, 0.418], [0.100, -1.313, -1.531], [-0.151, -2.146, 0.019], [1.414, -1.893, -0.700]], "mulliken_charge": [-0.496, -0.193, -0.198, 1.081, -0.486, -0.509, 0.283, 0.226, 0.293]}

(17)
{"formula": "CH3NO4", "method": "ωB97M-V with the def2-TZVPD basis set", "max_force_ev_per_a": 3.96, "de_lowest_ev": 3.076, "smiles": "O=[N+]([O-])O.C=O", "total_charge": 0, "molar_mass_g_mol": 93.04, "e_homo_ev": -10.87, "elements": ["O", "N", "O", "O", "H", "C", "O", "H", "H"], "positions_angstrom": [[-1.732, 1.005, 0.154], [-2.425, 0.090, -0.219], [-3.592, 0.043, -0.304], [-1.700, -1.077, -0.186], [-0.685, -0.781, -0.027], [2.557, 0.230, 0.145], [1.833, -0.662, -0.232], [2.535, 0.430, 1.199], [3.209, 0.722, -0.529]], "mulliken_charge": [-0.571, 1.090, -0.525, -0.426, 0.430, -0.087, -0.402, 0.231, 0.260]}

(18)
{"formula": "CH3NO4", "method": "ωB97M-V with the def2-TZVPD basis set", "max_force_ev_per_a": 4.91, "de_lowest_ev": 1.440, "smiles": "O=[N+]([O-])C(O)O", "total_charge": 0, "molar_mass_g_mol": 93.04, "e_homo_ev": -10.45, "elements": ["O", "N", "O", "C", "O", "O", "H", "H", "H"], "positions_angstrom": [[1.056, 1.480, -1.569], [-0.060, 1.095, -1.624], [-0.993, 1.447, -2.265], [-0.222, 0.062, -0.396], [-0.284, 0.988, 0.575], [0.815, -0.743, -0.344], [-1.207, -0.586, -0.588], [-1.110, 1.159, 0.926], [1.614, -0.133, -0.220]], "mulliken_charge": [-0.604, 0.997, -0.584, 0.070, -0.487, -0.461, 0.350, 0.330, 0.389]}

(19)
{"formula": "CH3NO4S2", "method": "ωB97M-V with the def2-TZVPD basis set", "max_force_ev_per_a": 2.87, "de_lowest_ev": 3.416, "total_charge": -2, "molar_mass_g_mol": 157.17, "e_homo_ev": [0.71, 0.99], "elements": ["C", "N", "O", "O", "O", "O", "S", "S", "H", "H", "H"], "positions_angstrom": [[-2.804, 0.972, -0.051], [0.856, -0.536, 0.315], [2.650, 1.051, -0.643], [1.369, -2.973, 1.007], [0.769, 2.004, 0.566], [1.952, -2.323, -1.314], [1.742, 0.839, 0.504], [1.893, -1.889, 0.142], [-3.173, 1.731, -0.770], [-1.861, 1.030, 0.403], [-3.393, 0.094, -0.161]], "mulliken_charge": [-0.801, -0.188, -0.585, -0.576, -0.671, -0.613, 0.502, 0.142, 0.214, 0.318, 0.258]}

(20)
{"formula": "CH3NOP2S", "method": "ωB97M-V with the def2-TZVPD basis set", "max_force_ev_per_a": 2.65, "de_lowest_ev": 1.465, "smiles": "PO/P=N/C=S", "total_charge": 0, "molar_mass_g_mol": 139.06, "e_homo_ev": -8.42, "elements": ["P", "O", "P", "N", "C", "S", "H", "H", "H"], "positions_angstrom": [[-2.293, -0.457, -0.425], [-1.547, 1.056, -0.894], [-0.100, 1.579, -0.523], [0.512, 0.370, 0.227], [1.696, -0.053, 0.604], [2.711, -0.839, -0.446], [-1.599, -0.365, 0.764], [-1.264, -1.143, -0.954], [1.884, -0.149, 1.646]], "mulliken_charge": [0.137, -0.319, 0.227, 0.018, -0.255, -0.287, 0.082, 0.070, 0.326]}